# 1
Computed, not measured: a cluster of 2 separate species, C10H16 in total, with ωB97M-V/def2-TZVPD.

## Properties
HOMO energy (alpha / beta) = -0.5287 / -0.5292 Ha
net charge = +1
expectation value of S² = 0.77
spin multiplicity = 2
E_LUMO (alpha / beta) = -0.16165 / -0.29853 Eh
frontier orbital gap (alpha / beta) = 0.3670 / 0.2307 Ha
energy above the lowest of the compared OMol25 structures with the same formula, charge and spin = 7.5 kJ/mol

Each line ends with the Mulliken charge.
Geometry (Å):
C -1.54 -2.01 -0.10  -1.61
C -1.65 0.36 0.73  -0.01
C -1.12 -0.96 0.81  0.83
C -1.49 1.27 1.73  -0.66
C -0.22 -1.24 1.89  -0.10
C -0.67 0.91 2.83  -0.17
C -0.03 -0.36 2.90  -0.63
H -2.19 0.70 -0.15  0.35
H -1.88 2.28 1.66  0.42
H -0.73 -2.64 -0.45  0.40
H -2.14 -1.63 -0.91  0.39
H 0.26 -2.22 1.91  0.45
H -0.47 1.64 3.60  0.42
H 0.59 -0.61 3.75  0.44
H -2.16 -2.74 0.44  0.44
C 1.06 0.97 -1.46  0.60
C 2.59 0.83 -1.40  -1.17
C 0.43 0.23 -2.65  -1.30
H 0.85 2.03 -1.53  0.31
H 0.62 0.57 -0.54  -0.42
H 3.11 1.78 -1.36  0.31
H 2.93 0.22 -0.56  0.33
H -0.65 0.35 -2.62  0.33
H 0.66 -0.83 -2.62  0.31
H 2.98 0.42 -2.33  0.31
H 0.83 0.65 -3.57  0.44

# 2
Computed, not measured: a cluster of 2 separate species, C10H16 in total, with ωB97M-V/def2-TZVPD.

## Properties
HOMO energy (alpha / beta) = -0.5144 / -0.5145 Ha
net charge = +1
expectation value of S² = 0.77
spin multiplicity = 2
E_LUMO (alpha / beta) = -0.15659 / -0.30569 Eh
frontier orbital gap (alpha / beta) = 0.3578 / 0.2088 Ha
energy above the lowest of the compared OMol25 structures with the same formula, charge and spin = 283.5 kJ/mol

Each line ends with the Mulliken charge.
Geometry (Å):
C 0.63 -2.30 0.23  -0.75
C 1.68 -1.85 -0.78  -1.01
C -0.30 -1.23 0.82  0.48
C 0.14 -0.41 1.87  -0.04
C -1.36 -0.65 0.23  -0.01
C -0.22 0.91 2.23  -0.46
C -1.80 0.70 0.44  -0.63
C -1.32 1.47 1.51  -0.48
H -0.03 -3.05 -0.42  0.32
H 1.19 -2.99 0.87  0.40
H 1.25 -1.24 -1.79  0.06
H 0.99 -0.79 2.56  0.29
H -1.75 -1.19 -0.62  0.37
H 0.30 1.39 3.06  0.49
H -2.53 0.88 -0.23  0.63
H -1.70 2.45 1.73  0.44
H 2.00 -2.68 -1.30  0.46
H 2.30 -1.23 -0.27  0.37
C 1.05 1.98 -2.99  -1.13
C 0.46 1.26 -1.78  -0.16
H 2.06 2.23 -2.77  0.31
H 1.15 1.24 -3.76  0.30
H 0.42 2.75 -3.35  0.37
H -0.62 1.54 -1.42  0.09
H 1.09 1.21 -0.89  0.30
H 0.16 0.13 -2.16  0.00

# 3
Computed, not measured: a structure of composition C10H16AsF6K2N4O4, with ωB97M-V/def2-TZVPD.

## Properties
HOMO energy = -0.3275 Ha
net charge = +1
E_LUMO = -0.15594 Eh
frontier orbital gap = 0.1716 Ha
energy above the lowest of the compared OMol25 structures with the same formula, charge and spin = 254.4 kJ/mol

Each line ends with the Mulliken charge.
Geometry (Å):
K -2.86 6.59 -5.70  1.00
K -4.20 3.92 2.10  0.99
As -2.64 0.76 -2.76  2.02
F -1.96 1.53 -1.26  -0.53
F -1.01 0.15 -3.18  -0.48
F -3.49 0.01 -4.19  -0.48
F -4.19 1.48 -2.21  -0.50
F -2.25 2.24 -3.74  -0.53
F -2.96 -0.76 -1.79  -0.50
C 0.77 -1.49 2.90  -0.69
N 1.74 -2.54 3.37  0.84
O 1.22 -3.64 3.53  -0.49
O 2.88 -2.21 3.68  -0.50
H 0.50 -1.74 1.87  0.29
H 1.23 -0.51 2.99  0.29
H -0.12 -1.50 3.52  0.26
C 3.62 4.17 -4.28  -0.66
N 2.71 5.16 -5.07  0.85
O 2.26 4.84 -6.15  -0.52
O 2.41 6.17 -4.47  -0.53
H 4.52 4.09 -4.89  0.28
H 3.14 3.19 -4.30  0.29
H 3.79 4.47 -3.25  0.30
N 3.81 -2.47 -2.37  0.00
C 3.94 -3.65 -1.76  -0.41
C 5.26 -3.89 -1.58  -0.44
C 5.93 -2.83 -2.04  -0.24
C 5.05 -1.96 -2.67  -0.56
H 2.93 -2.12 -2.72  0.19
H 3.12 -4.24 -1.38  0.37
H 5.75 -4.64 -0.97  0.36
H 6.99 -2.70 -1.85  0.36
H 5.19 -1.04 -3.22  0.36
N -6.05 0.31 5.76  -0.04
C -5.93 -0.06 4.47  -0.55
C -4.95 -1.05 4.45  -0.27
C -4.48 -1.29 5.77  -0.50
C -5.12 -0.37 6.57  -0.46
H -6.69 1.03 6.07  0.19
H -6.48 0.25 3.60  0.45
H -4.70 -1.51 3.51  0.41
H -3.69 -1.99 6.01  0.41
H -5.02 -0.14 7.62  0.37

# 4
Computed, not measured: a structure of composition C10H16BCl3F4OZr, with ωB97M-V/def2-TZVPD.

## Properties
HOMO energy = 0.0376 Ha
net charge = -2
E_LUMO = 0.15851 Eh
frontier orbital gap = 0.1209 Ha

Each line ends with the Mulliken charge.
Geometry (Å):
C -0.43 -0.87 -1.68  0.56
C -0.61 0.53 -1.86  0.52
C -1.58 0.98 -0.93  0.84
C 0.04 1.37 -2.88  -1.29
C -2.05 -0.15 -0.19  0.18
C -1.36 -1.30 -0.67  0.33
C -1.56 -2.68 -0.19  -1.55
C 0.56 -1.68 -2.39  -1.67
C -2.06 2.36 -0.78  -1.51
C -3.09 -0.10 0.85  -1.61
Zr 2.31 1.02 1.13  1.69
Cl 1.68 2.84 0.18  -0.43
Cl 3.90 0.19 -0.32  -0.51
Cl 0.38 0.53 2.49  -0.51
H 0.68 0.77 -3.53  0.40
H 0.68 2.17 -2.42  0.09
H -0.70 1.88 -3.50  0.29
H -1.23 3.08 -0.70  0.19
H -2.69 2.46 0.12  0.36
H -2.68 2.66 -1.64  0.23
H -2.94 0.76 1.51  0.30
H -3.08 -1.01 1.45  0.39
H -4.09 0.00 0.40  0.21
H -1.91 -2.67 0.85  0.31
H -0.61 -3.20 -0.21  0.44
H -2.32 -3.19 -0.80  0.20
H 1.54 -1.18 -2.41  0.21
H 0.25 -1.88 -3.43  0.28
H 0.72 -2.62 -1.86  0.42
O 1.13 -2.27 0.62  -0.89
H 0.79 -1.52 1.57  0.13
F 3.48 1.52 2.62  -0.57
B 4.24 0.32 4.65  0.70
F 2.95 0.15 5.09  -0.26
F 4.76 -0.68 3.91  -0.26
F 4.91 1.41 4.95  -0.21

# 5
Computed, not measured: a structure of composition C10H16BCl6F16N3O8PtS4, with ωB97M-V/def2-TZVPD.

## Properties
HOMO energy (alpha / beta) = -0.3677 / -0.3976 Ha
expectation value of S² = 2.00
spin multiplicity = 3
E_LUMO (alpha / beta) = 0.00012 / -0.11157 Eh
frontier orbital gap (alpha / beta) = 0.3678 / 0.2860 Ha

Each line ends with the Mulliken charge.
Geometry (Å):
N -0.55 3.56 0.59  0.03
H -1.22 3.18 -0.09  0.26
H -0.96 4.42 0.92  0.46
H 0.42 3.58 0.26  0.14
H -0.49 2.91 1.35  0.25
Pt -0.06 -1.16 -0.98  2.03
C 2.61 1.37 -3.43  0.70
F 3.49 2.37 -3.37  -0.21
F 1.70 1.59 -4.43  -0.21
F 3.30 0.26 -3.69  -0.18
S 1.80 1.31 -1.72  0.95
O 2.64 0.41 -0.98  -0.55
O 1.60 2.71 -1.35  -0.73
N 0.29 0.72 -1.85  -0.81
S -0.99 1.71 -2.32  0.89
O -1.93 1.92 -1.27  -0.71
O -0.55 2.86 -3.03  -0.54
C -1.65 0.53 -3.57  0.47
F -2.28 1.37 -4.47  -0.21
F -0.86 -0.41 -4.27  -0.13
F -2.64 -0.23 -2.98  -0.20
C 0.01 -3.71 -4.60  0.65
F -1.12 -3.14 -4.43  -0.18
F -0.16 -5.02 -4.33  -0.22
F 0.35 -3.66 -5.96  -0.25
S 1.44 -3.16 -3.54  0.87
O 2.40 -4.21 -3.43  -0.59
O 1.85 -1.86 -3.96  -0.50
N 0.56 -2.89 -2.19  -0.43
S 0.13 -3.97 -1.05  1.12
O -0.48 -3.03 -0.05  -0.61
O -0.61 -5.19 -1.24  -0.58
C 1.87 -4.33 -0.35  0.65
F 1.98 -5.64 -0.52  -0.21
F 2.72 -3.59 -0.99  -0.15
F 1.89 -3.98 0.93  -0.19
B -0.13 -0.02 1.81  0.68
F -0.33 -0.79 2.85  -0.07
F -1.25 0.04 0.96  -0.68
F 0.17 1.36 2.12  -0.45
F 0.99 -0.62 0.95  -0.60
Cl -3.49 4.12 1.77  -0.23
C -3.96 2.54 2.43  -0.19
C -3.59 2.48 3.83  -0.12
Cl -1.93 2.63 4.17  -0.12
H -3.46 1.79 1.85  -0.08
H -5.04 2.46 2.31  0.40
H -3.88 1.47 4.16  -0.01
H -4.17 3.16 4.53  0.35
Cl -1.10 -3.89 5.00  -0.22
C -2.39 -3.03 4.10  -0.19
C -2.76 -1.70 4.70  -0.36
Cl -3.92 -0.97 3.48  -0.23
H -3.21 -3.66 3.96  0.45
H -1.94 -2.80 3.10  -0.09
H -1.86 -1.11 4.76  0.19
H -3.34 -1.78 5.61  0.46
Cl 2.80 4.05 1.38  -0.22
C 4.17 3.15 0.47  -0.09
C 4.45 1.90 1.24  -0.09
Cl 5.30 2.29 2.79  -0.21
H 5.00 3.77 0.49  0.51
H 3.80 3.00 -0.55  -0.18
H 5.09 1.22 0.63  0.31
H 3.53 1.33 1.51  0.01

# 6
Computed, not measured: a cluster of 2 separate species, C10H16BF5N3O2 in total, with ωB97M-V/def2-TZVPD.

## Properties
HOMO energy = -0.4492 Ha
net charge = +1
E_LUMO = -0.20954 Eh
frontier orbital gap = 0.2397 Ha

Each line ends with the Mulliken charge.
Geometry (Å):
C 2.05 -0.85 -3.39  -1.02
C 0.83 0.12 -3.75  0.17
F -0.24 -0.68 -4.31  -0.30
C 0.35 0.89 -2.44  0.02
C 1.13 2.05 -1.76  -0.28
C 0.60 2.76 -0.49  -0.03
B 1.43 3.96 0.28  0.34
N 0.69 4.97 1.06  -0.54
O 2.88 3.93 0.17  -0.52
N -0.65 2.37 0.04  -0.86
N -1.28 1.38 -0.56  0.80
C -2.61 1.05 0.10  0.48
F -3.57 0.60 -0.81  -0.24
F -3.11 2.29 0.62  -0.25
C -2.43 0.10 1.39  0.20
F -1.31 0.47 2.19  -0.24
F -2.32 -1.28 1.07  -0.23
C -0.99 0.56 -1.68  0.07
H 2.38 -1.44 -4.31  0.33
H 2.89 -0.24 -2.92  0.36
H 1.66 -1.62 -2.63  0.31
H 1.19 0.85 -4.57  0.30
H 2.13 2.39 -2.19  0.46
H -0.22 4.59 1.39  0.32
H 1.22 5.13 1.94  0.29
H 3.19 3.05 0.51  0.33
H -3.35 0.20 2.07  0.29
H -1.65 -0.30 -2.06  0.43
C -0.35 -4.14 1.91  -0.53
C -0.04 -4.55 3.34  -0.28
O 0.86 -3.63 3.93  -0.51
H 0.56 -4.09 1.32  0.26
H -1.04 -4.85 1.44  0.33
H -0.80 -3.14 1.89  -0.10
H 0.43 -5.54 3.35  0.30
H -0.95 -4.60 3.94  0.25
H 0.44 -2.76 3.92  0.28

# 7
Computed, not measured: a cluster of 3 separate species, C10H16BF6NO4 in total, with ωB97M-V/def2-TZVPD.

## Properties
HOMO energy = -0.3609 Ha
E_LUMO = 0.01239 Eh
SMILES string = CCOC(=O)C(F)(F)F.CCOC(=O)C(F)(F)F.[H]/N=C/CB
frontier orbital gap = 0.3733 Ha
energy above the lowest of the compared OMol25 structures with the same formula, charge and spin = 459.4 kJ/mol

Each line ends with the Mulliken charge.
Geometry (Å):
C 0.95 0.24 -2.73  -1.20
C 0.29 -0.90 -1.99  -0.11
O 1.28 -1.80 -1.45  -0.34
C 1.85 -1.42 -0.31  0.43
O 1.61 -0.40 0.27  -0.52
C 2.84 -2.48 0.17  0.84
F 3.63 -2.92 -0.82  -0.27
F 2.21 -3.55 0.66  -0.28
F 3.64 -2.02 1.13  -0.22
H 1.62 -0.14 -3.50  0.32
H 0.20 0.88 -3.20  0.37
H 1.55 0.86 -2.05  0.31
H -0.32 -1.49 -2.68  0.30
H -0.37 -0.54 -1.20  0.33
C -4.69 3.21 -0.57  -1.09
C -4.96 1.90 0.15  -0.20
O -5.27 0.86 -0.79  -0.34
C -4.23 0.29 -1.40  0.37
O -3.09 0.59 -1.22  -0.50
C -4.70 -0.83 -2.33  0.90
F -5.74 -0.45 -3.08  -0.25
F -5.09 -1.91 -1.64  -0.26
F -3.74 -1.22 -3.17  -0.24
H -5.53 3.47 -1.21  0.31
H -4.53 4.01 0.15  0.37
H -3.81 3.13 -1.20  0.30
H -5.83 2.00 0.79  0.32
H -4.12 1.60 0.78  0.31
H 5.26 2.16 1.85  0.27
N 5.34 1.67 2.74  -0.66
C 4.91 0.47 2.60  0.20
C 4.86 -0.58 3.75  -0.57
B 3.29 -0.99 3.87  0.21
H 4.55 0.14 1.60  0.25
H 5.22 -0.14 4.72  0.25
H 5.47 -1.50 3.51  0.22
H 2.59 -0.21 4.42  -0.06
H 2.88 -1.99 3.37  -0.09

# 8
Computed, not measured: a structure of composition C10H16BrCl3ORe, with ωB97M-V/def2-TZVPD.

## Properties
HOMO energy (alpha / beta) = 0.0030 / -0.0258 Ha
net charge = -2
expectation value of S² = 3.77
spin multiplicity = 4
E_LUMO (alpha / beta) = 0.19581 / 0.19396 Eh
frontier orbital gap (alpha / beta) = 0.1929 / 0.2198 Ha
energy above the lowest of the compared OMol25 structures with the same formula, charge and spin = 0.0 kJ/mol

Each line ends with the Mulliken charge.
Geometry (Å):
C -0.32 -0.91 -0.92  0.80
C 0.97 -0.75 -0.28  0.27
C 1.09 0.62 0.15  0.15
C 2.01 -1.80 -0.18  -1.39
C -0.12 1.30 -0.20  0.85
C -0.97 0.37 -0.89  0.95
C -2.24 0.72 -1.60  -1.79
C -0.80 -2.18 -1.55  -1.73
C 2.33 1.29 0.65  -1.19
C -0.33 2.77 -0.09  -1.92
Re -0.59 -0.38 1.13  0.95
Cl 3.25 -1.64 2.24  -0.68
Cl -0.21 -2.51 2.09  -0.44
Cl 0.44 0.39 3.06  -0.40
H 1.59 -2.79 -0.33  0.33
H 2.48 -1.75 0.94  0.17
H 2.82 -1.60 -0.89  0.32
H 2.88 0.62 1.32  0.19
H 2.08 2.20 1.20  0.31
H 2.99 1.55 -0.18  0.28
H 0.09 3.15 0.84  0.45
H -1.40 3.00 -0.09  0.36
H 0.14 3.30 -0.93  0.31
H -2.77 1.51 -1.06  0.37
H -2.88 -0.15 -1.67  0.40
H -2.03 1.08 -2.62  0.28
H -0.53 -3.03 -0.92  0.33
H -0.35 -2.32 -2.54  0.28
H -1.89 -2.15 -1.65  0.40
O -2.40 -1.15 1.22  -0.75
H -2.94 -0.39 1.55  0.27
Br -2.41 1.63 2.18  -0.70

| no. | E_tot (eV) |
| --- | --- |
| 1 | -10620.795 |
| 2 | -10617.935 |
| 3 | -134563.923 |
| 4 | -63079.006 |
| 5 | -197359.444 |
| 6 | -33449.319 |
| 7 | -37289.834 |
| 8 | -122419.294 |